ORCA calculation (ωB97M-V/def2-TZVPD) on C22H45O16Zn as an isolated structure at a distorted geometry.

Structure (XYZ):
```
84
Properties=species:S:1:pos:R:3:lowdin_charge:R:1
Zn -0.56 2.05 2.99 1.10
C 1.23 0.76 0.82 -0.22
O 0.05 1.37 1.22 -0.39
H 1.99 0.66 1.60 0.06
H 1.18 -0.26 0.42 0.06
H 1.75 1.30 0.02 0.07
C -5.25 -2.83 -0.27 0.00
O -4.77 -1.56 0.23 -0.01
C -3.48 -1.32 0.05 -0.63
O -2.65 -2.13 -0.22 0.14
O -3.28 -0.01 0.30 0.00
C -2.02 0.49 -0.11 -0.04
H -4.81 -3.58 0.39 0.10
H -4.79 -3.02 -1.24 0.10
H -6.33 -2.89 -0.29 0.10
H -1.23 0.01 0.47 0.08
H -1.92 1.57 0.01 0.06
H -1.84 0.31 -1.17 0.09
C 0.41 -2.20 -1.51 -0.03
O 1.53 -2.93 -1.98 0.02
C 2.46 -2.27 -2.66 -0.61
O 2.55 -1.06 -2.73 0.11
O 3.32 -3.15 -3.14 0.02
C 4.57 -2.67 -3.62 -0.03
H 0.15 -1.38 -2.17 0.08
H 0.65 -1.82 -0.52 0.07
H -0.46 -2.85 -1.47 0.09
H 4.49 -1.94 -4.43 0.10
H 5.10 -3.54 -3.97 0.10
H 5.07 -2.10 -2.84 0.09
C -2.08 3.88 -0.35 0.02
O -3.33 3.36 0.18 -0.01
C -3.34 2.94 1.43 -0.60
O -2.38 2.89 2.16 0.06
O -4.53 2.52 1.82 0.04
C -5.60 2.41 0.86 0.00
H -1.26 3.24 -0.04 0.08
H -2.03 4.92 -0.02 0.12
H -2.19 3.93 -1.43 0.09
H -5.34 1.75 0.03 0.09
H -5.87 3.38 0.44 0.11
H -6.44 1.95 1.36 0.11
C 0.44 1.27 -2.43 -0.05
O 0.01 1.54 -3.75 0.05
C -1.22 1.89 -4.09 -0.61
O -1.55 2.06 -5.23 0.16
O -2.02 2.00 -3.04 -0.05
C -3.40 2.22 -3.23 -0.03
H 1.50 1.07 -2.32 0.07
H -0.21 0.55 -1.94 0.05
H 0.28 2.18 -1.84 0.10
H -3.81 1.50 -3.93 0.11
H -3.63 3.21 -3.63 0.11
H -3.90 2.05 -2.28 0.08
C -1.99 -1.91 2.77 0.03
C -2.55 -0.56 3.17 -0.40
O -1.77 0.38 3.22 -0.02
C -4.00 -0.45 3.51 0.02
H -2.76 -2.47 2.24 0.09
H -1.65 -2.44 3.66 0.11
H -1.15 -1.79 2.09 0.09
H -4.57 -0.48 2.58 0.09
H -4.23 0.51 3.97 0.10
H -4.40 -1.23 4.15 0.11
C 7.36 1.24 -1.85 -0.02
C 6.04 0.94 -2.53 -0.49
O 5.97 0.24 -3.51 0.08
C 4.83 1.54 -1.86 -0.02
H 7.35 0.60 -0.96 0.09
H 7.51 2.30 -1.68 0.08
H 8.19 0.85 -2.45 0.08
H 4.74 1.27 -0.80 0.08
H 3.91 1.23 -2.35 0.06
H 4.96 2.62 -1.84 0.09
C 3.97 -2.91 5.73 -0.02
C 3.35 -2.90 4.34 -0.49
O 2.59 -3.77 4.00 0.06
C 3.57 -1.71 3.45 -0.03
H 5.00 -3.26 5.62 0.09
H 3.47 -3.51 6.49 0.08
H 4.03 -1.90 6.12 0.08
H 4.48 -1.23 3.83 0.08
H 2.85 -0.90 3.57 0.07
H 3.71 -2.02 2.41 0.09
```

Charge: +1
ΔE to the lowest compared entry with this formula, charge and spin in kJ/mol: 222.7